(1)
Below is a 13-piece molecular cluster, C30H60N13O19 overall at a distorted geometry, with properties calculated with the ωB97M-V functional and the def2-TZVPD basis.

## Properties
DFT total energy = -90307.0769 eV
LUMO = -5.089 eV
Charge = +1
Multiplicity = 1
F_max = 9.283 eV Å⁻¹

```
122
Properties=species:S:1:pos:R:3:forces:R:3:mulliken_charge:R:1
C 0.351 2.312 -0.607 -5.7 0.8 0.5 -3.10
C -0.309 1.024 -1.140 4.4 -0.9 -0.2 2.30
C 0.784 -0.033 -1.343 2.4 -1.1 2.4 -0.41
C 1.352 -0.785 -0.021 -0.7 3.7 -1.3 -0.09
C 0.243 -1.589 0.513 -2.9 5.3 -3.5 -2.25
C -1.022 -0.666 0.832 -1.0 -2.4 0.3 1.62
N -1.275 0.409 -0.199 -5.5 3.2 -1.1 1.79
O -2.445 0.931 -0.338 5.1 -3.1 1.5 -0.35
C -0.980 0.006 2.197 4.3 2.5 0.4 -1.43
C -2.323 -1.631 0.902 2.9 1.7 -0.2 -2.17
C -0.832 1.268 -2.500 -3.8 0.7 3.0 -2.13
H 1.119 2.850 -0.998 1.8 1.0 -3.3 0.61
H 0.853 2.151 0.212 2.4 -1.8 5.2 1.01
H -0.381 3.083 -0.213 0.3 -0.8 -0.9 0.34
H 1.706 0.391 -1.817 -1.3 -0.3 -0.2 -1.09
H 0.368 -0.890 -1.822 -0.2 -0.3 -1.4 0.66
H 1.714 0.066 0.637 0.0 -1.5 -0.3 -0.42
H 2.110 -1.457 -0.344 1.1 -0.1 -0.1 0.36
H 0.569 -2.147 1.220 1.4 -3.1 5.9 1.92
H -0.016 -2.318 -0.192 -0.9 -0.9 -1.6 -0.02
H -1.162 -0.802 2.863 -0.1 -0.4 0.9 0.57
H -1.662 0.864 2.371 0.3 -0.6 -0.3 0.40
H 0.239 0.419 2.423 -3.7 -1.1 -0.6 -0.11
H -2.157 -2.401 1.630 0.1 -0.2 0.4 0.38
H -2.436 -1.988 -0.056 -0.2 -1.5 -2.2 0.47
H -3.128 -1.014 1.055 -2.2 1.2 1.0 0.60
H -1.102 0.362 -2.904 -0.7 -2.0 -1.3 0.59
H -0.087 1.705 -3.028 1.9 1.6 -1.7 0.22
H -1.739 1.849 -2.281 0.3 0.4 -1.3 0.66
N 1.241 -4.633 0.509 -0.1 -1.4 -3.4 -0.01
C -0.022 -5.182 0.648 -0.4 1.4 -5.1 -0.40
C -0.630 -5.201 -0.769 3.5 0.8 2.1 -0.31
C 0.532 -4.737 -1.726 -0.2 -1.2 2.6 -0.42
C 1.779 -4.526 -0.855 -8.6 -1.2 0.9 -1.00
H 1.955 -4.576 1.185 0.3 -0.1 1.4 0.25
H -0.414 -5.384 1.638 -0.1 0.0 -0.3 0.42
H -1.735 -5.477 -1.007 2.6 0.5 0.3 0.41
H 0.321 -4.790 -2.891 1.1 0.4 2.8 0.26
H 2.702 -4.074 -0.797 2.0 0.8 -1.1 0.79
N 4.060 -1.728 -2.319 1.6 2.8 2.5 0.36
C 4.771 -2.741 -1.800 4.0 6.8 3.5 -0.75
C 5.883 -2.019 -0.930 -2.3 -1.1 -3.0 -0.63
C 5.741 -0.577 -1.066 -5.1 -3.9 -2.3 -1.01
C 4.400 -0.450 -1.893 6.1 -4.2 2.7 -0.67
H 3.253 -1.724 -2.858 -1.4 -0.9 -1.1 0.47
H 4.586 -3.659 -2.129 -0.3 -3.9 -0.9 0.88
H 6.708 -2.643 -0.507 -0.8 1.0 -0.2 0.37
H 6.349 0.134 -0.568 0.1 0.7 0.1 0.47
H 3.813 0.297 -2.226 -1.4 2.7 -0.9 0.82
N -4.624 -2.601 -1.714 -1.6 2.4 0.1 -0.04
C -3.769 -3.658 -1.883 2.6 1.5 -1.5 -0.98
C -2.738 -3.287 -2.842 -2.1 0.6 0.4 0.26
C -3.118 -1.932 -3.424 1.0 0.0 2.1 -0.22
C -4.268 -1.536 -2.595 1.6 -2.1 -0.9 -0.54
H -5.481 -2.395 -0.998 3.1 -1.3 -2.4 0.35
H -3.693 -4.500 -1.220 -0.5 -0.1 0.1 0.40
H -1.866 -3.989 -3.057 -1.4 1.4 0.1 0.26
H -2.310 -1.226 -4.145 -3.1 -2.3 2.3 0.05
H -4.964 -0.709 -2.617 0.4 0.1 -0.2 0.46
C 2.105 -0.607 -6.368 -0.5 -2.2 0.9 -0.77
N 1.483 -1.054 -5.048 -1.9 1.5 -0.9 0.83
O 0.305 -0.824 -4.862 -0.7 0.3 -0.9 -0.44
O 2.139 -1.537 -4.193 2.0 -1.2 0.7 -0.68
H 2.207 0.438 -6.289 0.2 1.1 0.0 0.22
H 1.420 -0.940 -7.145 0.1 0.2 0.0 0.29
H 3.031 -1.165 -6.378 0.3 0.3 -0.4 0.32
C -1.477 -4.162 6.122 -0.9 -1.4 -1.3 -0.83
N -0.951 -4.345 4.785 -3.3 5.1 -2.8 0.85
O -1.249 -3.457 3.885 0.3 -1.7 2.6 -0.47
O -0.271 -5.229 4.547 3.4 -4.6 -0.8 -0.51
H -0.687 -4.197 6.729 3.4 0.3 2.4 0.41
H -2.097 -4.920 6.535 -0.9 -0.8 -0.7 0.31
H -1.879 -3.250 6.051 -1.9 3.3 0.5 0.24
C -2.485 0.302 6.020 1.6 8.2 -4.0 -0.98
N -1.058 0.234 5.770 0.3 -1.4 0.1 0.85
O -0.597 -0.847 6.177 1.0 2.2 -1.0 -0.50
O -0.553 1.114 5.042 0.0 -2.0 1.9 -0.39
H -2.895 -0.353 6.574 -2.4 -5.5 3.1 0.49
H -2.756 0.574 5.001 -1.3 -1.0 -0.1 0.26
H -2.784 1.276 6.479 0.9 -0.4 0.0 0.31
C 2.032 3.699 -4.674 3.6 3.8 -2.0 -0.86
N 2.695 2.703 -3.787 -0.2 -3.7 -3.9 0.68
O 2.430 1.562 -4.344 1.0 2.0 2.7 -0.26
O 3.426 2.877 -2.855 -0.8 0.3 -0.2 -0.46
H 2.639 4.738 -4.597 -1.3 -2.4 0.2 0.30
H 1.103 3.860 -4.204 -1.5 0.1 -0.2 0.37
H 2.128 3.458 -5.870 -0.7 0.0 3.6 0.24
C -2.295 1.415 -6.943 -2.7 0.4 2.0 -0.82
N -2.100 1.838 -5.468 -1.3 1.1 -0.1 0.82
O -3.038 1.457 -4.695 3.6 1.6 -1.6 -0.45
O -1.126 2.617 -5.258 -2.8 -2.3 0.3 -0.45
H -2.753 2.224 -7.548 0.6 -0.3 0.7 0.27
H -2.999 0.583 -6.869 0.2 0.1 -0.2 0.34
H -1.368 1.111 -7.241 2.4 -0.6 -1.2 0.31
C 3.211 0.443 4.899 -0.5 -0.9 1.2 -0.74
N 3.032 0.142 3.448 -2.0 1.2 -1.1 0.81
O 3.035 1.068 2.611 0.8 -0.8 1.8 -0.45
O 2.592 -0.944 3.163 0.5 -0.9 0.3 -0.45
H 2.239 0.674 5.355 -0.1 0.2 -0.8 0.17
H 3.855 1.259 5.027 0.9 1.1 -0.1 0.35
H 3.534 -0.391 5.550 0.2 0.0 -1.2 0.29
C -0.802 4.732 4.507 1.6 -0.4 2.5 -0.72
N -1.510 3.984 3.466 -2.7 -1.0 -1.8 0.88
O -2.498 3.331 3.773 0.3 0.2 1.0 -0.47
O -1.163 3.996 2.284 1.0 0.8 1.3 -0.52
H -0.079 5.267 3.925 0.5 0.5 0.2 0.30
H -0.253 3.873 5.106 -1.1 1.9 -1.0 0.23
H -1.345 5.463 5.280 0.5 -2.1 -2.2 0.26
C -5.491 2.987 2.170 3.4 -0.4 1.5 -0.43
N -6.006 1.544 1.998 3.8 -1.0 -2.7 0.76
O -5.054 0.700 1.823 -2.2 1.9 0.9 -0.46
O -7.151 1.263 1.856 -0.8 0.4 0.6 -0.51
H -4.462 2.796 2.777 -2.5 0.7 -1.7 0.06
H -6.164 3.492 2.792 -1.2 0.5 1.1 0.35
H -5.282 3.739 1.335 -0.5 -2.2 0.2 0.25
C 3.197 5.349 1.361 0.4 -2.2 -7.7 -0.48
N 4.709 5.259 1.327 -1.1 4.3 2.3 0.85
O 5.268 4.271 1.501 1.2 -6.9 -1.0 -0.50
O 5.279 6.264 1.648 0.2 3.8 -0.8 -0.56
H 2.909 4.464 0.616 0.2 1.3 2.2 0.09
H 2.756 6.194 0.792 0.8 0.1 1.4 0.30
H 3.108 5.144 2.335 -1.6 -0.4 3.6 0.32
```
Positions in Å, forces in eV/Å.



(2)
Below is a 6-piece molecular cluster, C30H60O10 overall at a distorted geometry, with properties calculated with the ωB97M-V functional and the def2-TZVPD basis.

## Properties
DFT total energy = -52554.3324 eV
SMILES string = CCOCCOC(=O)OCCCCOC.C1CCOC1.C1CCOC1.C1CCOC1.C1CCOC1.C1CCOC1
LUMO = 0.710 eV
Multiplicity = 1
F_max = 2.974 eV Å⁻¹

```
100
Properties=species:S:1:pos:R:3:forces:R:3:mulliken_charge:R:1
C -4.138 4.962 -2.567 0.6 -0.9 -0.4 -1.29
C -3.058 3.864 -2.630 -0.5 0.8 0.3 -0.43
O -3.419 2.766 -1.819 0.0 0.1 0.1 -0.14
C -4.404 1.948 -2.410 0.8 -1.2 -0.1 -0.59
C -3.738 0.669 -2.930 -1.1 0.7 -0.4 -0.52
O -3.455 -0.229 -1.866 -0.1 0.9 0.2 -0.33
C -2.127 -0.416 -1.672 -1.6 0.7 0.7 0.41
O -1.423 -0.817 -2.511 1.9 -1.2 -2.0 -0.51
O -1.797 -0.070 -0.450 -0.3 -0.5 1.2 0.18
C -0.875 -0.939 0.202 1.3 0.0 0.9 -0.88
C 0.203 -0.179 1.013 -0.6 0.2 -0.2 -0.30
C 0.191 1.333 0.833 0.3 -0.2 0.2 -0.99
C 0.952 1.802 -0.380 0.1 0.2 0.0 -0.23
O 0.561 1.140 -1.566 0.1 -0.2 0.2 -0.21
C 0.272 2.005 -2.624 0.0 0.0 -0.3 -0.67
H -4.885 4.773 -3.324 -0.4 0.2 -0.2 0.32
H -3.681 5.930 -2.719 -0.1 0.3 0.0 0.41
H -4.598 4.879 -1.595 -0.1 0.3 0.4 0.27
H -2.146 4.283 -2.232 0.4 -0.2 0.3 0.38
H -2.851 3.566 -3.658 0.0 -0.2 -0.2 0.40
H -5.126 1.632 -1.668 -0.3 0.3 0.3 0.25
H -4.912 2.418 -3.247 -0.1 0.3 -0.1 0.46
H -4.432 0.207 -3.623 0.0 -0.4 -0.2 0.43
H -2.856 0.980 -3.478 0.4 -0.3 -0.1 0.29
H -0.374 -1.616 -0.474 -0.1 0.1 -0.6 0.38
H -1.408 -1.561 0.911 -0.6 0.0 0.0 0.32
H 1.179 -0.576 0.764 0.3 0.0 -0.1 0.13
H 0.067 -0.390 2.065 -0.1 -0.1 0.3 0.46
H 0.691 1.765 1.695 0.2 0.2 0.2 0.48
H -0.813 1.734 0.859 -0.4 0.0 -0.2 0.31
H 2.019 1.638 -0.220 0.2 0.0 -0.1 -0.01
H 0.803 2.874 -0.481 0.0 0.3 -0.1 0.51
H 0.301 1.436 -3.547 0.0 -0.2 -0.1 0.29
H -0.720 2.449 -2.523 -0.2 0.1 0.1 -0.05
H 1.005 2.807 -2.707 0.2 0.1 0.0 0.48
C 6.001 0.205 -1.968 -0.1 0.0 -0.1 -0.34
C 6.668 1.567 -2.100 0.0 0.2 0.2 -0.40
C 5.471 2.504 -2.052 -0.1 -0.1 -0.1 -0.62
O 4.484 1.866 -1.231 0.1 -0.1 0.0 -0.41
C 4.864 0.507 -1.003 0.0 0.0 0.1 0.02
H 6.667 -0.578 -1.607 0.0 0.0 0.0 0.34
H 5.600 -0.108 -2.935 0.0 0.0 0.0 0.14
H 7.319 1.747 -1.240 0.0 0.0 0.0 0.22
H 7.259 1.678 -3.002 0.0 0.0 0.0 0.27
H 5.041 2.651 -3.049 0.1 0.0 0.0 0.31
H 5.714 3.481 -1.632 -0.1 0.0 0.0 0.28
H 5.194 0.415 0.040 0.0 -0.1 0.0 -0.23
H 3.998 -0.140 -1.150 -0.1 0.1 0.0 0.31
C -5.853 -0.534 1.684 -0.1 0.0 -0.1 -0.63
C -5.075 0.746 1.404 0.1 0.0 0.1 0.54
C -6.137 1.810 1.644 -0.1 0.0 -0.1 -0.57
O -7.022 1.288 2.640 0.0 -0.1 -0.1 -0.45
C -6.758 -0.104 2.829 0.1 0.0 0.2 -0.01
H -5.222 -1.385 1.938 0.0 0.0 0.0 0.37
H -6.453 -0.804 0.812 0.0 0.0 0.0 0.32
H -4.265 0.858 2.129 0.0 0.0 0.0 0.20
H -4.648 0.788 0.404 0.1 0.0 0.0 -0.51
H -6.720 2.001 0.735 0.1 0.0 0.0 0.30
H -5.718 2.755 1.990 -0.1 0.0 0.0 0.30
H -6.259 -0.226 3.797 0.0 -0.1 0.0 0.10
H -7.700 -0.655 2.852 0.0 0.1 0.0 0.05
C 8.853 -1.667 -5.665 0.1 0.1 -0.1 -0.57
C 9.501 -2.048 -4.339 -0.1 -0.1 0.1 -0.54
C 9.658 -0.691 -3.669 0.1 0.1 0.0 -0.43
O 8.579 0.124 -4.140 0.1 -0.2 -0.2 -0.30
C 7.940 -0.525 -5.246 -0.1 0.0 0.1 -0.39
H 8.316 -2.485 -6.143 0.0 0.0 0.0 0.33
H 9.613 -1.305 -6.361 0.0 0.0 0.0 0.25
H 8.822 -2.677 -3.760 0.0 0.0 0.0 0.26
H 10.446 -2.578 -4.447 0.0 0.0 0.0 0.35
H 10.599 -0.211 -3.957 0.0 -0.1 0.0 0.27
H 9.617 -0.749 -2.581 0.0 0.1 0.0 0.27
H 6.967 -0.899 -4.907 0.0 0.0 -0.1 0.20
H 7.774 0.200 -6.043 0.0 0.1 0.1 0.32
C -8.890 -2.248 5.630 -0.1 0.1 -0.2 -0.43
C -9.744 -3.326 6.284 0.1 0.0 0.2 -0.59
C -9.097 -4.597 5.747 0.0 0.0 -0.2 -0.43
O -7.711 -4.297 5.545 -0.2 0.1 0.0 -0.41
C -7.513 -2.884 5.649 0.2 -0.1 0.2 -0.24
H -8.921 -1.289 6.147 0.0 0.0 0.0 0.39
H -9.216 -2.090 4.599 0.0 0.0 0.0 0.19
H -9.636 -3.279 7.370 0.0 0.0 0.0 0.28
H -10.804 -3.256 6.045 0.0 0.0 0.0 0.34
H -9.528 -4.885 4.782 -0.1 0.0 0.0 0.26
H -9.189 -5.441 6.432 0.1 0.0 0.0 0.27
H -6.994 -2.682 6.592 0.0 0.1 0.0 0.25
H -6.881 -2.546 4.827 0.0 -0.1 0.0 0.13
C 5.494 -1.054 2.863 0.1 -0.1 0.1 -0.65
C 5.177 -2.262 1.990 0.0 0.0 -0.2 -0.22
C 3.845 -2.720 2.565 0.0 0.0 0.1 -0.46
O 3.186 -1.547 3.053 0.1 0.0 -0.1 -0.41
C 4.112 -0.456 3.075 -0.1 0.1 -0.1 -0.13
H 6.194 -0.354 2.409 0.0 0.0 0.0 0.33
H 5.913 -1.383 3.818 0.0 0.0 0.0 0.33
H 5.049 -1.947 0.951 0.0 0.0 0.0 0.01
H 5.940 -3.039 2.018 0.0 0.0 0.0 0.38
H 3.989 -3.406 3.407 0.0 -0.1 0.0 0.28
H 3.211 -3.209 1.824 -0.1 0.0 0.0 0.29
H 3.850 0.233 2.263 0.1 0.1 0.0 0.01
H 4.021 0.076 4.023 -0.1 0.0 0.0 0.32
```
Positions in Å, forces in eV/Å.



> What is the formula in the first record?

C30H60N13O19



> LUMO of number 1 (C30H60N13O19)?

-5.089 eV